C27H41CoN4O6SSi4Te | ωB97M-V/def2-TZVPD

```
85
Properties=species:S:1:pos:R:3:forces:R:3
Co 1.3699 -0.0628 0.3822 0.4 0.6 0.0
N 7.0852 -5.8274 -1.6699 0.0 0.0 0.0
C 6.5002 -4.5983 -1.3927 0.0 0.0 0.0
C 5.4335 -4.1335 -2.1665 0.0 0.0 0.0
C 4.8257 -2.9307 -1.8656 0.0 0.0 0.0
C 5.2674 -2.1831 -0.7807 0.1 -0.1 -0.1
C 6.3261 -2.6328 -0.0049 0.0 0.0 0.0
C 6.9389 -3.8334 -0.3104 0.0 0.0 0.0
S 4.4839 -0.6565 -0.4138 -0.1 -0.1 0.0
O 5.3528 0.0920 0.4503 0.0 0.0 0.0
O 4.0278 -0.0823 -1.6499 0.0 0.0 0.0
N 3.1029 -1.0549 0.3648 0.1 0.1 0.4
C 3.0842 -1.4679 1.6656 0.0 0.0 -0.3
N 4.1201 -1.9978 2.3135 0.0 0.0 0.0
C 3.9150 -2.2808 3.5927 0.0 0.0 0.0
C 2.7128 -2.0521 4.2465 0.0 0.0 0.0
C 1.6888 -1.5274 3.4795 -0.1 -0.1 -0.1
N 1.8537 -1.2562 2.1921 0.1 0.1 0.2
H 6.9745 -6.1642 -2.6116 0.0 0.0 0.0
H 8.0175 -5.9595 -1.3152 0.0 0.0 0.0
H 5.0891 -4.7198 -3.0103 0.0 0.0 0.0
H 4.0135 -2.5571 -2.4754 0.0 0.0 0.0
H 6.6544 -2.0363 0.8342 0.0 0.0 0.0
H 7.7653 -4.1888 0.2939 0.0 0.0 0.0
H 4.7573 -2.7115 4.1248 0.0 0.0 0.0
H 2.5800 -2.2754 5.2938 0.0 0.0 0.0
H 0.7099 -1.3277 3.8987 0.0 0.0 0.0
O 1.1987 1.6943 1.3673 0.1 0.1 0.0
C 1.0609 2.3340 0.2697 0.0 0.0 0.1
O 0.8908 1.6986 -0.8053 0.0 -0.1 0.1
C 1.1015 3.8154 0.2693 -0.1 0.0 0.0
C 1.6379 4.4893 1.3564 -0.1 0.1 0.0
C 1.7100 5.8845 1.3765 0.0 0.0 0.0
C 1.2080 6.5411 0.2809 0.0 0.1 0.0
O 1.1701 7.8870 0.0525 0.0 0.0 0.0
C 0.4752 8.0590 -1.1850 0.0 -0.1 0.0
O 0.2674 6.7682 -1.7543 0.0 0.0 0.0
C 0.6664 5.8673 -0.8010 0.0 0.0 -0.1
C 0.6038 4.5028 -0.8488 0.1 0.0 0.0
H 2.0053 3.9128 2.1937 0.0 0.0 0.0
H 2.1417 6.4236 2.2076 0.0 0.0 0.0
H 1.0863 8.6575 -1.8600 0.0 0.0 0.0
H -0.4905 8.5337 -0.9923 0.0 0.0 0.0
H 0.2143 3.9682 -1.7037 0.0 0.0 0.0
C -4.6185 0.4838 2.1158 -0.1 0.0 0.0
Si -2.8580 0.6882 1.4954 0.0 -0.1 0.1
C -2.5486 2.4889 1.1195 -0.1 0.1 0.0
C -1.6508 0.0971 2.7924 0.1 0.0 0.0
Si -2.6788 -0.6416 -0.4223 -0.1 0.0 0.1
Te -0.3377 -1.4097 -0.8950 -0.5 -0.6 -0.5
Si -3.3825 0.4816 -2.3596 0.1 -0.1 0.0
C -3.3761 -0.7119 -3.8012 0.0 0.0 0.0
C -5.1224 1.0989 -2.0368 -0.1 0.1 0.0
C -2.2421 1.9173 -2.7031 0.1 0.0 0.0
Si -3.8060 -2.6878 -0.1456 0.1 0.0 0.0
C -5.6555 -2.4068 -0.2322 -0.1 0.0 0.0
C -3.3366 -3.3748 1.5341 0.0 0.0 0.1
C -3.3103 -3.9004 -1.4818 0.0 0.0 0.0
H -4.7919 1.1540 2.9623 0.0 0.0 0.0
H -4.8044 -0.5376 2.4559 0.0 0.0 0.0
H -5.3553 0.7210 1.3447 0.0 0.0 0.0
H -2.5511 3.0595 2.0524 0.0 0.0 0.0
H -3.3212 2.9043 0.4682 0.0 0.0 0.0
H -1.5835 2.6385 0.6442 0.1 0.0 -0.1
H -1.7436 0.7095 3.6936 0.0 0.0 0.0
H -0.6288 0.1957 2.4204 0.0 0.0 0.1
H -1.8211 -0.9479 3.0630 0.0 0.0 0.0
H -4.1417 -1.4818 -3.6826 0.0 0.0 0.0
H -2.4096 -1.2111 -3.8973 0.0 0.0 0.0
H -3.5751 -0.1800 -4.7351 0.0 0.0 0.0
H -5.7900 0.3018 -1.7060 0.0 0.0 0.0
H -5.5332 1.5229 -2.9574 0.0 0.0 0.0
H -5.1305 1.8838 -1.2770 0.0 0.0 0.0
H -1.2033 1.5866 -2.7729 0.0 0.0 0.0
H -2.2946 2.6654 -1.9100 0.0 0.0 0.0
H -2.5188 2.3974 -3.6458 0.0 0.0 0.0
H -5.9918 -1.6371 0.4646 0.0 0.0 0.0
H -6.1817 -3.3345 0.0089 0.0 0.0 0.0
H -5.9564 -2.1070 -1.2383 0.0 0.0 0.0
H -3.7512 -2.7684 2.3427 0.0 0.0 0.0
H -2.2511 -3.3976 1.6587 0.0 0.0 0.0
H -3.7100 -4.3953 1.6521 0.0 0.0 0.0
H -3.6479 -3.5686 -2.4654 0.0 0.0 0.0
H -3.7583 -4.8773 -1.2811 0.0 0.0 0.0
H -2.2278 -4.0302 -1.5313 0.0 0.0 0.0
```
Forces are in eV/Å.

Calculated values
- HOMO-LUMO gap (alpha / beta): 8.38 / 5.62 eV
- Relative energy (zero: lowest compared OMol25 entry of this formula, charge and spin): 0.000 eV
- Spin multiplicity: 5
- Max |F|: 0.01778 Eh/bohr
- HOMO level (alpha / beta): -7.968 / -8.000 eV
- Total energy: -4931.01804 Eh
- E_LUMO (alpha / beta): 0.416 / -2.376 eV